C9H18Cl2GaO as an isolated structure in a non-equilibrium geometry. Source: the OMol25 dataset; level of theory: ωB97M-V/def2-TZVPD.

Properties
maximum force = 1.75 eV/A
energy = -89091.7646 eV
relative energy (zero: lowest compared OMol25 entry of this formula, charge and spin) = 347.9 kJ/mol
Kohn-Sham gap = 7.152 eV
M = 282.87 u
LUMO = 3.340 eV
E_HOMO = -3.8 eV

ORCA input file:
```
! wB97M-V def2-TZVPD RIJCOSX def2/J DEFGRID3
* xyz -1 1
C 1.460 -2.802 -2.016
C 1.415 -1.471 -1.815
Ga 0.214 -0.397 -0.557
C 1.438 0.371 0.925
C 0.732 1.351 1.880
O -0.321 2.099 1.280
C 0.137 3.195 0.533
C 0.657 4.372 1.407
C -1.285 -1.437 0.413
Cl -0.853 -1.885 2.130
C -1.901 -2.670 -0.277
C -2.112 -2.477 -1.761
Cl -1.055 -4.232 0.086
H 1.420 -3.172 -3.046
H 1.574 -3.542 -1.233
H 2.066 -0.886 -2.476
H -0.441 0.832 -1.355
H 1.831 -0.434 1.550
H 2.298 0.853 0.447
H 0.261 0.760 2.663
H 1.494 1.995 2.338
H 0.884 2.910 -0.212
H -0.725 3.574 -0.018
H 1.600 4.710 0.973
H -0.072 5.176 1.424
H 0.899 4.021 2.407
H -2.118 -0.745 0.530
H -2.891 -2.818 0.158
H -2.862 -1.692 -1.883
H -1.219 -2.173 -2.299
H -2.526 -3.386 -2.195
*
```

So, what does the Mulliken scheme give us? The charges, in e, come out as:
1 C -0.438
2 C -0.579
3 Ga 0.158
4 C -1.072
5 C -0.526
6 O -0.358
7 C -0.211
8 C -1.091
9 C -0.446
10 Cl -0.273
11 C 0.163
12 C -1.205
13 Cl -0.222
14 H 0.219
15 H 0.295
16 H 0.297
17 H -0.321
18 H 0.522
19 H 0.479
20 H 0.299
21 H 0.278
22 H 0.210
23 H 0.323
24 H 0.300
25 H 0.307
26 H 0.342
27 H 0.318
28 H 0.361
29 H 0.297
30 H 0.189
31 H 0.386

=====

One molecule with the formula C7H17OPSi in a non-equilibrium geometry. Source: the OMol25 dataset; level of theory: ωB97M-V/def2-TZVPD.

Properties
maximum force = 1.68 eV/A
energy = -26747.9163 eV
relative energy (zero: lowest compared OMol25 entry of this formula, charge and spin) = 19.8 kJ/mol
SMILES string = C=CPCCO[Si](C)(C)C
Kohn-Sham gap = 8.652 eV
M = 176.27 u
LUMO = 0.485 eV
E_HOMO = -8.2 eV

ORCA input file:
```
! wB97M-V def2-TZVPD RIJCOSX def2/J DEFGRID3
* xyz 0 1
C -2.254 1.897 0.835
C -2.466 0.627 1.236
P -3.155 -0.751 0.257
C -2.195 -0.923 -1.334
C -0.752 -0.451 -1.243
O -0.175 -0.778 0.016
Si 1.424 -0.346 0.197
C 2.550 -1.129 -1.087
C 1.702 1.510 0.095
C 1.978 -0.889 1.905
H -1.682 2.188 -0.040
H -2.617 2.709 1.463
H -2.270 0.392 2.280
H -4.379 -0.199 -0.182
H -2.205 -1.971 -1.627
H -2.698 -0.373 -2.130
H -0.192 -0.975 -2.026
H -0.672 0.611 -1.493
H 3.583 -0.816 -0.949
H 2.225 -0.812 -2.079
H 2.485 -2.215 -1.025
H 1.159 2.056 0.865
H 2.767 1.650 0.304
H 1.514 1.929 -0.893
H 1.581 -1.882 2.107
H 1.677 -0.168 2.662
H 3.069 -0.891 1.886
*
```

So, what does the Mulliken scheme give us? The charges, in e, come out as:
1 C -0.554
2 C -0.236
3 P -0.152
4 C -0.851
5 C -0.431
6 O -0.343
7 Si 0.528
8 C -1.118
9 C -1.128
10 C -1.028
11 H 0.191
12 H 0.265
13 H 0.390
14 H 0.025
15 H 0.395
16 H 0.420
17 H 0.395
18 H 0.263
19 H 0.381
20 H 0.332
21 H 0.290
22 H 0.315
23 H 0.379
24 H 0.352
25 H 0.299
26 H 0.304
27 H 0.319

=====

A 6-piece molecular cluster, C24H35BrO19 overall. Source: the OMol25 dataset; level of theory: ωB97M-V/def2-TZVPD.

Properties
maximum force = 0.84 eV/A
energy = -134401.0932 eV
SMILES string = CC(=O)OCCCCC[C@@H](Br)OC=O.O=C1OCCO1.O=C1OCCO1.O=C1OCCO1.O=C1OCCO1.O=C1OCCO1
Kohn-Sham gap = 10.351 eV
M = 707.43 u
LUMO = 0.338 eV
E_HOMO = -10.0 eV

ORCA input file:
```
! wB97M-V def2-TZVPD RIJCOSX def2/J DEFGRID3
* xyz 0 1
C 0.580 -3.672 2.805
C -0.829 -3.399 2.357
O -1.545 -2.550 2.837
O -1.209 -4.232 1.368
C -1.958 -3.651 0.267
C -1.093 -2.742 -0.603
C -1.211 -1.276 -0.178
C -0.488 -0.241 -1.055
C 0.930 0.076 -0.581
C 2.050 -0.897 -0.908
Br 1.867 -1.801 -2.647
O 3.265 -0.134 -0.895
C 4.376 -0.792 -0.491
O 4.792 -1.800 -0.988
H 0.825 -3.065 3.674
H 1.242 -3.432 1.967
H 0.695 -4.737 3.013
H -2.824 -3.114 0.661
H -2.319 -4.502 -0.310
H -1.483 -2.800 -1.617
H -0.059 -3.102 -0.594
H -0.918 -1.120 0.863
H -2.279 -1.037 -0.246
H -1.059 0.685 -0.928
H -0.548 -0.487 -2.116
H 0.882 0.115 0.510
H 1.259 1.070 -0.896
H 2.160 -1.702 -0.181
H 4.890 -0.306 0.349
O -3.974 0.659 -1.968
C -3.533 1.262 -2.894
O -4.249 2.113 -3.665
C -3.346 2.807 -4.534
C -2.169 1.853 -4.595
O -2.256 1.188 -3.328
H -3.819 2.980 -5.496
H -3.086 3.763 -4.078
H -2.272 1.110 -5.386
H -1.206 2.348 -4.686
O 4.624 1.260 -6.804
C 4.987 0.865 -5.745
O 5.529 -0.354 -5.519
C 6.046 -0.384 -4.184
C 5.227 0.694 -3.504
O 4.917 1.572 -4.592
H 5.908 -1.370 -3.748
H 7.111 -0.145 -4.216
H 4.300 0.308 -3.086
H 5.773 1.232 -2.732
O 1.812 1.512 2.283
C 0.863 1.321 2.977
O 0.755 1.704 4.267
C -0.603 1.489 4.691
C -1.074 0.417 3.724
O -0.252 0.679 2.576
H -0.620 1.180 5.732
H -1.151 2.425 4.580
H -0.871 -0.595 4.072
H -2.122 0.496 3.453
O -3.536 -2.943 -2.410
C -4.681 -2.653 -2.281
O -5.219 -2.180 -1.139
C -6.530 -1.687 -1.425
C -6.898 -2.477 -2.668
O -5.616 -2.732 -3.254
H -7.188 -1.871 -0.580
H -6.462 -0.614 -1.611
H -7.370 -3.431 -2.431
H -7.521 -1.928 -3.369
O 2.508 4.806 8.798
C 2.718 4.573 7.655
O 3.861 4.031 7.171
C 3.655 3.687 5.796
C 2.526 4.617 5.401
O 1.845 4.810 6.645
H 4.569 3.844 5.231
H 3.365 2.637 5.735
H 2.884 5.583 5.042
H 1.852 4.182 4.668
*
```

So, what does the Mulliken scheme give us? The charges, in e, come out as:
1 C -1.063
2 C 0.811
3 O -0.554
4 O -0.418
5 C -0.672
6 C -0.447
7 C 0.422
8 C -0.417
9 C -0.070
10 C -0.029
11 Br -0.155
12 O -0.104
13 C -0.006
14 O -0.450
15 H 0.322
16 H 0.185
17 H 0.363
18 H 0.390
19 H 0.336
20 H 0.442
21 H 0.291
22 H -0.323
23 H 0.151
24 H 0.268
25 H 0.328
26 H -0.550
27 H 0.463
28 H 0.253
29 H 0.442
30 O -0.473
31 C 0.507
32 O -0.356
33 C -0.388
34 C -0.360
35 O -0.158
36 H 0.309
37 H 0.264
38 H 0.255
39 H 0.331
40 O -0.531
41 C 0.626
42 O -0.354
43 C -0.326
44 C 0.243
45 O -0.379
46 H 0.288
47 H 0.255
48 H -0.173
49 H 0.310
50 O -0.570
51 C 0.609
52 O -0.334
53 C -0.302
54 C -0.460
55 O -0.182
56 H 0.332
57 H 0.251
58 H 0.214
59 H 0.350
60 O -0.479
61 C 0.687
62 O -0.246
63 C -0.282
64 C -0.389
65 O -0.385
66 H 0.294
67 H 0.219
68 H 0.267
69 H 0.300
70 O -0.515
71 C 0.653
72 O -0.345
73 C -0.181
74 C -0.147
75 O -0.347
76 H 0.309
77 H 0.172
78 H 0.280
79 H 0.129

=====

C27H23Cl3CsO2Sb as an isolated structure. Source: the OMol25 dataset; level of theory: ωB97M-V/def2-TZVPD.

Properties
maximum force = 0.22 eV/A
energy = -77121.2057 eV
relative energy (zero: lowest compared OMol25 entry of this formula, charge and spin) = 0.0 kJ/mol
Kohn-Sham gap = 8.496 eV
M = 740.50 u
LUMO = -0.152 eV
E_HOMO = -8.6 eV

ORCA input file:
```
! wB97M-V def2-TZVPD RIJCOSX def2/J DEFGRID3
* xyz 0 1
Cs 1.172 -1.910 -0.630
C 4.036 -2.347 -3.797
C 4.171 -2.672 -2.336
C 3.859 -3.938 -1.835
C 3.974 -4.227 -0.480
C 4.404 -3.250 0.407
C 4.713 -1.983 -0.077
C 4.595 -1.700 -1.431
H 4.952 -1.892 -4.177
H 3.221 -1.637 -3.954
H 3.832 -3.244 -4.382
H 3.536 -4.711 -2.523
H 3.743 -5.222 -0.121
H 4.517 -3.478 1.459
H 5.057 -1.212 0.601
H 4.830 -0.706 -1.795
C -4.180 1.021 5.346
C -4.800 0.054 4.570
C -4.253 -0.310 3.346
C -3.086 0.291 2.879
C -2.472 1.263 3.668
C -3.015 1.626 4.893
Sb -2.328 -0.294 0.964
C -0.304 0.315 1.380
C 0.415 -0.308 2.402
C 1.762 -0.024 2.599
C 2.411 0.881 1.766
C 1.707 1.502 0.743
C 0.358 1.219 0.551
C -2.872 1.458 -0.119
C -3.328 2.626 0.485
C -3.611 3.745 -0.286
C -3.436 3.708 -1.663
C -2.985 2.546 -2.273
C -2.713 1.419 -1.506
H -4.603 1.305 6.301
H -5.709 -0.424 4.915
H -4.747 -1.073 2.755
H -1.565 1.748 3.326
H -2.527 2.384 5.493
H -0.077 -1.016 3.061
H 2.304 -0.505 3.405
H 3.457 1.112 1.922
H 2.206 2.206 0.089
H -0.176 1.704 -0.259
H -3.463 2.672 1.559
H -3.967 4.649 0.193
H -3.653 4.584 -2.260
H -2.842 2.506 -3.345
H -2.357 0.521 -1.999
Cl -1.929 0.065 -5.041
C -0.183 0.061 -4.771
Cl 0.422 1.724 -4.926
Cl 0.588 -0.969 -6.004
C 0.216 -0.499 -3.346
O 1.433 -0.432 -3.104
O -0.707 -0.933 -2.639
*
```

So, what does the Mulliken scheme give us? The charges, in e, come out as:
1 Cs 1.189
2 C -1.267
3 C 0.895
4 C -0.465
5 C -0.537
6 C -0.450
7 C -0.410
8 C -0.306
9 H 0.349
10 H 0.164
11 H 0.369
12 H 0.304
13 H 0.362
14 H 0.388
15 H 0.315
16 H 0.320
17 C -0.387
18 C -0.542
19 C -0.570
20 C -0.230
21 C 0.064
22 C -0.658
23 Sb 0.986
24 C -0.496
25 C -0.502
26 C -0.638
27 C -0.390
28 C -0.542
29 C 0.205
30 C -0.114
31 C -0.011
32 C -0.673
33 C -0.459
34 C -0.454
35 C -0.298
36 H 0.377
37 H 0.380
38 H 0.349
39 H 0.430
40 H 0.371
41 H 0.398
42 H 0.389
43 H 0.415
44 H 0.375
45 H 0.297
46 H 0.375
47 H 0.388
48 H 0.375
49 H 0.355
50 H 0.315
51 Cl -0.130
52 C 0.525
53 Cl -0.149
54 Cl -0.156
55 C 0.134
56 O -0.634
57 O -0.693

=====

Which of these has the lowest maximum force?
C27H23Cl3CsO2Sb

=====

Please write out number 4 again, unchanged.
C27H23Cl3CsO2Sb as an isolated structure. Source: the OMol25 dataset; level of theory: ωB97M-V/def2-TZVPD.

Properties
maximum force = 0.22 eV/A
energy = -77121.2057 eV
relative energy (zero: lowest compared OMol25 entry of this formula, charge and spin) = 0.0 kJ/mol
Kohn-Sham gap = 8.496 eV
M = 740.50 u
LUMO = -0.152 eV
E_HOMO = -8.6 eV

ORCA input file:
```
! wB97M-V def2-TZVPD RIJCOSX def2/J DEFGRID3
* xyz 0 1
Cs 1.172 -1.910 -0.630
C 4.036 -2.347 -3.797
C 4.171 -2.672 -2.336
C 3.859 -3.938 -1.835
C 3.974 -4.227 -0.480
C 4.404 -3.250 0.407
C 4.713 -1.983 -0.077
C 4.595 -1.700 -1.431
H 4.952 -1.892 -4.177
H 3.221 -1.637 -3.954
H 3.832 -3.244 -4.382
H 3.536 -4.711 -2.523
H 3.743 -5.222 -0.121
H 4.517 -3.478 1.459
H 5.057 -1.212 0.601
H 4.830 -0.706 -1.795
C -4.180 1.021 5.346
C -4.800 0.054 4.570
C -4.253 -0.310 3.346
C -3.086 0.291 2.879
C -2.472 1.263 3.668
C -3.015 1.626 4.893
Sb -2.328 -0.294 0.964
C -0.304 0.315 1.380
C 0.415 -0.308 2.402
C 1.762 -0.024 2.599
C 2.411 0.881 1.766
C 1.707 1.502 0.743
C 0.358 1.219 0.551
C -2.872 1.458 -0.119
C -3.328 2.626 0.485
C -3.611 3.745 -0.286
C -3.436 3.708 -1.663
C -2.985 2.546 -2.273
C -2.713 1.419 -1.506
H -4.603 1.305 6.301
H -5.709 -0.424 4.915
H -4.747 -1.073 2.755
H -1.565 1.748 3.326
H -2.527 2.384 5.493
H -0.077 -1.016 3.061
H 2.304 -0.505 3.405
H 3.457 1.112 1.922
H 2.206 2.206 0.089
H -0.176 1.704 -0.259
H -3.463 2.672 1.559
H -3.967 4.649 0.193
H -3.653 4.584 -2.260
H -2.842 2.506 -3.345
H -2.357 0.521 -1.999
Cl -1.929 0.065 -5.041
C -0.183 0.061 -4.771
Cl 0.422 1.724 -4.926
Cl 0.588 -0.969 -6.004
C 0.216 -0.499 -3.346
O 1.433 -0.432 -3.104
O -0.707 -0.933 -2.639
*
```

So, what does the Mulliken scheme give us? The charges, in e, come out as:
1 Cs 1.189
2 C -1.267
3 C 0.895
4 C -0.465
5 C -0.537
6 C -0.450
7 C -0.410
8 C -0.306
9 H 0.349
10 H 0.164
11 H 0.369
12 H 0.304
13 H 0.362
14 H 0.388
15 H 0.315
16 H 0.320
17 C -0.387
18 C -0.542
19 C -0.570
20 C -0.230
21 C 0.064
22 C -0.658
23 Sb 0.986
24 C -0.496
25 C -0.502
26 C -0.638
27 C -0.390
28 C -0.542
29 C 0.205
30 C -0.114
31 C -0.011
32 C -0.673
33 C -0.459
34 C -0.454
35 C -0.298
36 H 0.377
37 H 0.380
38 H 0.349
39 H 0.430
40 H 0.371
41 H 0.398
42 H 0.389
43 H 0.415
44 H 0.375
45 H 0.297
46 H 0.375
47 H 0.388
48 H 0.375
49 H 0.355
50 H 0.315
51 Cl -0.130
52 C 0.525
53 Cl -0.149
54 Cl -0.156
55 C 0.134
56 O -0.634
57 O -0.693